Below is 5 unconnected molecules or ions with the total composition C15H20Cl2F2O12, with properties calculated with ωB97M-V/def2-TZVPD.

Properties
Structure (SMILES) = O=C1OC[C@@H](F)O1.O=C1OC[C@@H](F)O1.C[C@H]1COC(=O)O1.C[C@H]1COC(=O)O1.ClCCl
Gap between HOMO and LUMO = 10.7 eV
Multiplicity = 1
E_LUMO = 0.086 eV
Total charge = 0
Energy relative to the best compared isomer or geometry (same formula, charge and spin) = 0.0 kcal per mole
HOMO energy = -0.38934 hartree
DFT total energy = -70929.15497 eV

Last column: natural (NBO) charge in e.
Cartesian coordinates (Å):
C: 13.8962 -28.2716 4.6709  -0.6489
C: 15.1264 -27.9997 5.5331  0.0656
C: 16.0039 -26.8014 5.1000  -0.0972
O: 16.4566 -26.3333 6.3761  -0.4978
C: 15.5263 -26.5707 7.2858  0.9714
O: 15.2973 -25.8939 8.2383  -0.5631
O: 14.6965 -27.5581 6.8251  -0.4996
H: 13.5913 -27.4819 3.9924  0.2201
H: 13.0857 -28.5927 5.3324  0.2482
H: 13.9844 -29.2429 4.1739  0.2215
H: 15.7196 -28.9142 5.5806  0.1811
H: 15.4366 -26.0654 4.5370  0.1963
H: 16.9191 -27.1478 4.6258  0.1991
C: 22.8382 -21.8770 2.1741  -0.6312
C: 21.6475 -20.9911 2.5492  0.0680
C: 21.1349 -20.1929 1.3025  -0.1017
O: 19.7195 -20.5273 1.2736  -0.5002
C: 19.4761 -21.5376 2.1236  0.9884
O: 18.3836 -22.0090 2.2241  -0.6229
O: 20.5783 -21.8977 2.7813  -0.4780
H: 23.1977 -22.4799 3.0106  0.2302
H: 23.6555 -21.2569 1.8014  0.2180
H: 22.6132 -22.6479 1.4358  0.2256
H: 21.8781 -20.3449 3.3928  0.2015
H: 21.5891 -20.3689 0.3339  0.2075
H: 21.1217 -19.1484 1.6103  0.2027
C: 10.1854 -25.1448 3.3537  -0.4028
Cl: 10.0487 -24.5882 5.0320  -0.0271
Cl: 10.0285 -26.8703 3.3360  -0.0261
H: 9.3867 -24.7545 2.7333  0.2236
H: 11.1853 -24.8917 3.0185  0.2334
C: 16.0086 -24.3207 2.4466  -0.1312
C: 15.7466 -23.3645 1.2632  0.4171
O: 14.6531 -22.5902 1.6745  -0.4874
C: 14.0864 -23.1624 2.7770  0.9772
O: 12.9674 -22.9106 3.1058  -0.5692
O: 14.9061 -24.0438 3.3154  -0.4850
F: 15.3172 -24.1274 0.1939  -0.3534
H: 16.9995 -24.1483 2.8607  0.2246
H: 15.8489 -25.3656 2.1861  0.2081
H: 16.6779 -22.8632 1.0151  0.1958
C: 16.9897 -21.3294 -2.0746  -0.1341
C: 18.2842 -21.9989 -1.7461  0.4186
O: 19.0072 -21.8744 -2.9551  -0.4947
C: 18.0652 -21.7323 -3.9657  0.9630
O: 18.3352 -21.6665 -5.1141  -0.5420
O: 16.8204 -21.6922 -3.4532  -0.4730
F: 18.0878 -23.3557 -1.5667  -0.3527
H: 17.0535 -20.2409 -2.0463  0.2014
H: 16.1686 -21.6848 -1.4568  0.2259
H: 18.7526 -21.6192 -0.8372  0.1853